Formula: C27H56N2O14S5
Source: the OMol25 dataset
Level of theory: ωB97M-V/def2-TZVPD

Properties
Net charge   0
F_max   0.093 hartree/bohr
Frontier orbital gap   8.9513 eV

The geometry in XYZ format:
```
104
Properties=species:S:1:pos:R:3:forces:R:3:mulliken_charge:R:1
S -30.8548 6.1014 10.6292 -1.65 2.28 1.57 0.3265
H -25.9545 8.6278 10.6191 0.17 0.19 -0.04 0.2890
H -34.4838 8.8366 19.1383 -0.43 -0.63 0.17 0.5733
S -35.5064 8.0234 17.0638 1.14 -0.91 0.92 0.6337
N -28.9318 14.8209 13.8886 -0.11 -0.96 0.41 -0.5699
C -32.1755 7.9482 14.5112 -1.16 -0.34 0.06 -0.8017
C -29.9407 10.2062 19.3087 -0.43 -0.20 1.88 0.0118
C -26.0728 9.7406 16.3299 -0.94 -1.03 0.17 -0.6489
H -28.1019 5.2807 16.0780 -0.37 0.17 0.22 0.1875
H -30.5953 10.6991 18.5899 0.75 -0.28 -0.50 -0.0714
C -29.6746 7.8640 14.9018 0.41 0.31 1.46 -0.8501
O -30.3908 7.2420 11.5449 0.57 -1.05 -0.58 -0.4506
H -32.7381 10.0444 10.9959 0.00 -0.04 -0.61 0.2272
H -31.9772 8.8767 13.9757 0.34 0.27 0.57 0.1348
H -29.6838 13.9660 17.0101 -0.14 -0.01 -0.52 0.4047
S -31.1511 7.6911 16.0040 -0.56 2.01 -1.32 0.7334
C -30.8701 4.2200 17.4623 0.65 -0.57 0.32 -0.2493
C -33.0445 3.9360 14.4549 -1.41 0.14 0.01 -1.1781
H -26.8398 9.8803 15.5682 0.01 0.56 -0.13 -0.0953
H -32.0826 4.4478 14.4833 -0.24 0.08 0.26 -0.0016
O -29.9196 11.2722 8.3946 -1.65 -0.60 3.41 -0.6029
H -33.8517 9.4925 17.7309 0.22 0.00 -0.31 0.3007
O -26.4837 10.6489 10.6779 -0.03 -1.97 -0.31 -0.4015
H -26.4259 8.8403 16.8329 0.15 -0.24 0.20 0.2753
H -29.4250 12.5622 17.9709 0.18 -0.02 0.03 0.2746
O -28.0145 7.3193 18.8583 -2.05 2.84 1.24 -0.6220
C -24.7251 9.5109 15.7103 0.73 -0.02 -0.59 -0.7181
H -23.9752 9.2323 16.4506 -0.16 -0.16 0.15 0.3797
H -33.1708 7.9830 18.2432 -0.42 -0.49 -0.32 0.1302
C -28.6058 12.5174 15.0693 -0.73 -1.76 -0.25 0.6313
C -29.8252 11.9845 15.9107 0.62 2.41 0.56 0.7736
H -29.7271 7.1593 14.0718 -0.08 -0.10 0.21 0.4834
H -30.2654 6.7885 8.4539 -0.14 0.19 -0.10 0.3528
H -31.6650 9.1257 19.5936 -0.18 -0.94 0.56 -0.1223
S -34.4407 4.9639 15.1792 0.08 0.17 -1.20 0.9801
H -32.9650 6.9649 11.6371 0.49 0.18 -0.21 0.2539
H -31.3432 3.5421 18.1727 -0.01 -0.02 0.00 0.4571
H -32.0180 6.4232 8.5877 0.11 0.11 -0.23 0.4034
H -31.3760 7.9862 9.2224 0.01 -0.12 0.10 0.0695
C -28.7285 4.4702 15.7057 0.04 0.03 0.44 -0.2281
O -31.7139 11.4110 9.7593 -1.47 -0.28 0.18 -0.3369
H -28.4267 11.8470 14.2288 0.05 -0.34 -0.05 -0.7502
C -30.7588 10.5121 11.6759 0.37 0.47 0.15 1.2486
H -23.6267 8.1173 14.4324 -0.09 -0.14 0.04 0.4619
N -26.3517 6.4392 14.6531 0.15 0.18 -0.23 -0.4612
H -32.5450 11.6514 11.6316 -0.11 0.15 -0.32 0.3886
S -29.2287 3.3505 17.0928 -1.38 -0.25 -1.75 0.4518
O -36.6143 8.8877 17.4860 -0.77 0.87 -0.05 -0.6906
H -30.5946 11.2630 12.4486 0.57 -0.65 0.48 -0.1160
H -27.6822 12.4481 15.6440 -0.03 0.54 0.09 0.5000
H -29.6162 8.8810 14.5141 -0.20 0.07 0.08 0.1638
H -30.7453 12.0998 15.3377 0.13 -0.66 -0.28 0.1532
H -26.1192 10.5071 17.1035 0.22 0.24 -0.33 0.5240
C -30.0076 12.9317 17.1270 0.09 -0.40 0.63 -1.4666
H -30.8486 9.4625 11.9559 0.84 0.11 0.42 -0.6712
O -27.2162 10.2384 12.7278 0.39 0.45 0.63 0.1484
H -24.3528 10.4398 15.2782 0.02 0.12 -0.02 0.3635
H -28.6181 8.8893 11.8930 0.18 0.05 0.49 -0.9010
O -29.6378 2.0498 16.4110 0.34 1.30 0.85 -0.6510
H -29.6615 10.9969 16.3419 -0.08 -0.19 -0.72 -0.3099
H -30.7708 5.1953 17.9388 0.40 -0.02 -0.05 0.1523
H -33.3094 5.7093 10.4412 0.10 -0.12 -0.08 0.4951
H -33.0516 2.9976 15.0094 0.35 0.06 0.07 0.5195
H -31.5145 4.3104 16.5879 0.39 -0.16 -0.13 -0.2611
C -30.4719 11.1321 9.4936 4.00 0.35 -2.62 0.4243
H -32.6923 5.2765 12.0324 0.23 0.05 -0.09 -0.1722
C -24.6447 8.4962 14.5233 -1.02 -0.76 0.10 -0.0647
H -27.0283 8.2049 12.5122 -0.67 -0.09 0.37 0.1599
H -29.6801 10.8745 20.1293 0.65 0.72 -0.69 0.4163
C -35.7821 3.7937 14.8286 0.41 -0.64 0.41 -1.1739
O -31.4036 8.9416 16.8757 1.00 -1.69 -1.22 -0.6585
C -27.5462 9.0331 12.0285 0.62 -0.09 -0.57 1.1730
H -28.8249 7.6830 15.5601 0.27 -0.08 -0.33 0.1756
O -25.8989 12.0934 12.2169 -1.31 -2.26 0.83 -0.6145
C -35.9081 6.4353 17.8493 0.42 -0.14 -0.39 -0.8673
C -28.8420 8.1780 19.2104 2.96 -1.16 -3.43 0.6607
H -29.6388 4.8259 15.2229 0.10 0.09 0.01 -0.2865
H -35.9008 3.7059 13.7487 0.08 0.03 0.06 0.3233
H -27.4703 9.0611 9.8234 -0.06 0.02 0.15 0.3058
H -32.0433 7.1731 13.7563 0.33 -0.32 0.35 0.0141
C -30.6734 9.1121 20.0458 -1.60 1.10 -0.02 -0.0570
C -32.0443 10.8838 11.0413 -1.86 0.69 0.32 -0.4981
H -28.0958 3.9865 14.9615 -0.19 -0.55 0.29 0.4665
H -33.2306 7.9050 14.7810 0.02 0.12 0.14 0.4349
C -25.6034 7.3077 14.5610 0.98 1.22 0.62 0.2407
H -35.5088 2.8434 15.2872 0.09 -0.20 -0.21 0.3864
C -34.1125 8.5259 18.1618 -0.24 1.12 -0.09 -0.9800
O -34.7269 6.0975 14.2288 0.47 -0.50 0.45 -0.6335
H -24.8611 9.0002 13.5814 -0.08 0.11 0.01 -0.1372
O -29.7904 10.7266 10.6475 -0.66 -0.25 -1.32 -0.1021
C -31.1693 6.9306 9.0464 0.07 -0.67 0.16 -0.7910
H -31.0381 12.9392 17.4819 -0.10 0.05 -0.11 0.3693
C -26.4624 11.0447 11.9377 0.71 3.31 -0.13 0.5085
C -26.8493 9.2449 10.7001 -0.08 0.25 -1.38 -0.6173
H -30.6703 9.3395 21.1118 -0.30 -0.53 0.01 0.3426
H -36.5645 5.8937 17.1682 -0.26 0.17 0.12 0.1881
H -36.3980 6.6573 18.7973 0.07 -0.04 -0.06 0.4100
O -28.8350 9.4903 18.8466 2.40 0.41 -1.21 -0.2454
H -36.7297 4.0589 15.2974 0.22 0.58 -0.06 0.3517
C -32.6229 6.0127 11.2316 0.15 -0.72 -0.56 -0.5430
O -29.9595 7.9432 19.7744 -2.28 -2.06 1.94 -0.3106
C -28.8212 13.7960 14.4130 0.18 1.34 0.11 0.0660
H -33.3233 3.7298 13.4215 0.00 0.00 -0.02 0.4643
H -35.0123 5.8231 17.9530 0.04 0.12 0.25 0.2402
```
Forces are in eV/Å.